The following is a quantum chemistry calculation of a cluster of 2 separate species, C3H8O2S in total at a distorted geometry, from OMol25.

Atoms and positions in Å:
O  -3.20  -2.33  0.16
C  -2.16  -1.71  -0.01
C  -1.58  -1.05  1.22
C  -1.61  0.44  1.16
S  -1.39  1.22  -0.54
H  -1.70  -1.71  -0.99
H  -2.32  -1.36  1.96
H  -0.53  -1.40  1.32
H  -1.04  0.88  2.01
H  -2.65  0.76  1.17
H  -0.08  1.07  -0.49
H  6.58  1.81  -1.71
H  5.87  1.95  -3.05
O  5.83  1.45  -2.20

Output
E	-18160.23363	eV
2S+1	2
relative energy (zero: lowest compared OMol25 entry of this formula, charge and spin)	1.947	eV
HOMO level (spin up / spin down)	-0.4954 / -0.4954	Eh
net charge	+1